1.
This record from the OMol25 dataset describes a structure of composition C34H35CrFN3O2SSi. The level of theory is the ωB97M-V functional and the def2-TZVPD basis.

Each line ends with the Mulliken charge.
Atoms and positions in Å:
Cr -0.8483 -1.2792 0.2317  -0.333
C 2.4684 0.4531 6.3752  -1.091
Si 1.3066 1.4221 5.2770  0.181
C -0.0018 2.2103 6.3662  -1.096
C 2.2638 2.8087 4.5005  -0.981
C 0.3782 0.1481 4.2293  0.585
C -0.4032 -0.7138 4.9673  -0.163
C -1.1814 -1.7087 4.3622  -1.252
C -1.1401 -1.7789 3.0019  -0.413
N -0.3937 -0.9534 2.2252  0.435
C 0.3997 0.0092 2.7970  -0.117
S 1.3542 1.0105 1.8033  -0.385
H 2.9903 1.1260 7.0633  0.317
H 3.2201 -0.0717 5.7796  0.336
H 1.9334 -0.2902 6.9729  0.327
H 0.4649 2.9155 7.0612  0.329
H -0.5457 1.4708 6.9592  0.344
H -0.7329 2.7628 5.7689  0.302
H 2.6150 3.4640 5.3064  0.330
H 1.6531 3.3901 3.8093  0.291
H 3.1227 2.4362 3.9421  0.310
H -0.4195 -0.6277 6.0510  0.238
H -1.7832 -2.4022 4.9318  0.409
H -1.6886 -2.5468 2.4705  0.531
O -5.0511 3.7333 -1.9481  -0.503
C -4.4056 3.8663 -0.6969  -0.495
C -3.4576 2.7193 -0.5009  0.314
C -2.6618 2.6559 0.6297  -1.407
C -1.8261 1.5708 0.8169  -0.152
N -1.7465 0.5661 -0.0601  0.330
C -2.4937 0.6434 -1.1769  0.403
C -3.3593 1.6877 -1.4251  -0.439
C -2.3537 -0.5103 -2.1150  0.383
C -2.7980 -0.5082 -3.4181  -0.107
C -2.6171 -1.6497 -4.1941  0.550
C -3.0545 -1.6520 -5.6356  -0.820
O -2.7699 -0.4253 -6.2841  -0.508
C -2.0167 -2.7557 -3.6187  -1.138
C -1.5779 -2.6780 -2.3090  -0.615
N -1.7321 -1.5725 -1.5905  0.437
H -5.6305 4.4886 -2.0832  0.310
H -5.1275 3.8588 0.1262  0.311
H -3.8416 4.8019 -0.6331  0.340
H -2.6735 3.4445 1.3719  0.514
H -1.1613 1.5169 1.6664  0.197
H -3.9647 1.7036 -2.3183  0.513
H -3.2452 0.3755 -3.8525  0.531
H -4.1373 -1.7711 -5.6831  0.337
H -2.6063 -2.5016 -6.1564  0.347
H -1.8279 -0.2399 -6.1925  0.321
H -1.8482 -3.6611 -4.1878  0.432
H -1.0609 -3.4872 -1.8080  0.470
F -0.8802 -3.1030 0.5012  -0.679
C 5.9488 -2.5678 -1.5316  -0.399
C 5.2762 -1.4140 -1.9107  -0.811
C 3.9526 -1.2167 -1.5468  -0.161
C 3.2645 -2.1731 -0.7957  0.598
C 3.9616 -3.3189 -0.4067  -0.582
C 5.2848 -3.5210 -0.7725  -0.588
C 1.8563 -2.0316 -0.3497  -0.248
C 0.9266 -1.1623 -0.7409  -0.349
C 0.9648 -0.2535 -1.9131  0.329
C 1.0137 -0.7768 -3.2092  0.576
C 0.9049 0.0449 -4.3225  -0.999
C 0.7462 1.4181 -4.1666  -0.603
C 0.7154 1.9534 -2.8845  -0.846
C 0.8199 1.1281 -1.7718  0.119
H 6.9840 -2.7152 -1.8126  0.377
H 5.7898 -0.6541 -2.4873  0.387
H 3.4590 -0.2987 -1.8312  0.532
H 3.4467 -4.0621 0.1923  0.393
H 5.7993 -4.4208 -0.4584  0.373
H 1.5802 -2.7254 0.4399  0.305
H 1.1490 -1.8462 -3.3320  0.517
H 0.9581 -0.3876 -5.3157  0.547
H 0.6668 2.0635 -5.0326  0.396
H 0.6133 3.0233 -2.7486  0.450
H 0.8125 1.5427 -0.7689  0.075

Values from the calculation:
strongest force on any atom = 1.2 eV Å⁻¹
net charge = 0
multiplicity = 4
⟨S²⟩ = 3.841

---

2.
This record from the OMol25 dataset describes a structure of composition C34H35N2O2PSiTeV. The level of theory is the ωB97M-V functional and the def2-TZVPD basis.

Each line ends with the Mulliken charge.
Atoms and positions in Å:
V 0.2523 0.1729 -0.0644  -0.152
O 3.4612 -0.2013 2.4868  -0.660
C 2.8967 0.1305 1.4194  -0.181
O 2.4542 -0.6481 0.4743  -0.369
C 2.7187 1.6704 1.2553  -0.220
P 1.5647 2.2239 2.6636  0.014
C 1.3104 3.9560 2.2388  0.836
C 1.6595 4.9565 3.1255  -0.642
C 2.1011 6.1909 2.6863  -0.538
C 2.0426 6.5060 1.3183  -0.580
C 1.4587 5.5657 0.4615  -0.854
C 1.1464 4.2488 0.8923  0.233
C 0.1086 1.2939 1.8740  -0.471
C -0.0234 -0.1254 2.1816  0.482
C -1.1719 -0.8450 2.0923  -1.595
C -2.4697 -0.3240 1.7502  -1.274
C -2.4509 1.2353 1.7299  -1.279
C -1.1764 1.8602 1.3231  0.636
H 2.5088 1.9472 0.2230  0.308
H 3.6415 2.1173 1.6857  0.552
H 1.6892 4.6546 4.1633  0.433
H 2.5499 6.9201 3.3423  0.419
H 2.4224 7.4317 0.9320  0.451
H 1.4063 5.7575 -0.6357  0.332
H 0.8723 3.5370 0.1476  -0.009
H 0.8510 -0.5218 2.7588  0.691
H -1.1385 -1.9422 2.3823  0.677
H -3.3407 -0.7318 2.3029  0.620
H -3.2413 1.7067 2.3780  0.726
H -1.2224 2.9155 0.9962  0.745
C -5.2896 -0.5931 0.2483  -0.988
Si -4.4066 1.0799 -0.0408  0.014
C -5.1668 2.5878 0.6704  -1.064
C -3.9618 1.4371 -1.8377  -0.881
C -2.7721 0.4777 0.5263  1.973
C -1.4019 0.9120 -0.0006  -0.146
H -6.3386 -0.6136 -0.0753  0.444
H -5.2493 -0.9212 1.3760  0.245
H -4.7148 -1.3865 -0.3084  0.279
H -6.2138 2.7080 0.2580  0.427
H -4.5795 3.5811 0.5955  0.311
H -5.4005 2.4707 1.7421  0.384
H -3.4798 2.4525 -1.8572  0.216
H -4.8926 1.4852 -2.4533  0.450
H -3.1905 0.7198 -2.2878  0.224
N 2.0485 0.7142 -3.5658  0.021
C 0.9744 1.6755 -3.7564  -0.831
C 0.4513 1.9502 -2.5144  -0.572
N 1.1556 1.1541 -1.5653  0.555
C 2.1141 0.5713 -2.2283  -0.446
H 2.6507 0.4664 -4.3210  0.265
H 0.6819 2.0677 -4.7347  0.395
H -0.3665 2.6098 -2.2984  0.521
H 2.8948 -0.0543 -1.7835  0.554
Te -0.2351 -2.3929 -0.7009  0.423
C 0.3417 -4.0513 0.5740  0.467
C -0.4137 -5.1881 0.3393  -0.541
C -0.1883 -6.3254 1.1218  -0.491
C 0.6738 -6.2545 2.2411  -0.489
C 1.4458 -5.1002 2.4034  -0.697
C 1.4096 -4.0453 1.4692  -0.274
C 1.1615 -3.1349 -2.1518  0.332
C 0.8679 -2.9611 -3.4747  -0.221
C 1.8427 -3.2918 -4.4187  -0.606
C 3.1115 -3.7186 -4.0460  -0.524
C 3.3723 -3.9176 -2.6848  -0.929
C 2.4319 -3.5417 -1.7574  -0.064
H -1.1724 -5.2481 -0.4673  0.303
H -0.7011 -7.3233 0.8494  0.321
H 0.8578 -7.0979 2.8910  0.430
H 2.2015 -5.0784 3.1729  0.423
H 2.0810 -3.2130 1.5048  0.457
H -0.0938 -2.5366 -3.8233  0.391
H 1.5456 -3.1442 -5.4562  0.421
H 3.8245 -3.9771 -4.7984  0.477
H 4.3754 -4.1668 -2.4056  0.420
H 2.8318 -3.5026 -0.7553  0.290

Values from the calculation:
strongest force on any atom = 4.6 eV Å⁻¹
net charge = +2
multiplicity = 2
⟨S²⟩ = 1.232

---

3.
This record from the OMol25 dataset describes a structure of composition C34H35N5O3PReS. The level of theory is the ωB97M-V functional and the def2-TZVPD basis.

Each line ends with the Mulliken charge.
Atoms and positions in Å:
Re -1.2225 -0.3422 -0.4490  1.182
N -2.2196 -2.1294 1.9214  0.141
P -1.0794 -0.8631 1.9593  1.140
C -1.5211 0.2076 3.3168  1.042
C -1.4930 -0.3471 4.6009  -0.809
C -1.8748 0.4280 5.6831  -0.766
C -2.2513 1.7541 5.4951  -0.582
C -2.2457 2.3183 4.2275  -0.900
C -1.8819 1.5445 3.1367  -0.080
C 0.5066 -1.5877 2.3582  0.279
C 1.5153 -0.7266 2.7989  -0.502
C 2.7839 -1.2285 3.0446  -0.739
C 3.0443 -2.5807 2.8527  -0.605
C 2.0399 -3.4368 2.4153  -0.746
C 0.7686 -2.9428 2.1617  -0.705
C -2.8245 -2.5835 0.7797  0.755
C -3.6522 -3.7075 0.8154  -1.047
C -4.2486 -4.1452 -0.3356  -0.324
C -4.0251 -3.4650 -1.5454  -0.838
C -3.2051 -2.3879 -1.5372  -0.281
N -2.6021 -1.9096 -0.3857  0.063
H -2.4814 -2.5928 2.7820  0.357
H -1.1635 -1.3673 4.7648  0.453
H -1.8660 0.0023 6.6780  0.456
H -2.5335 2.3569 6.3482  0.430
H -2.5137 3.3578 4.0914  0.498
H -1.8333 2.0141 2.1641  -0.138
H 1.3120 0.3252 2.9701  0.460
H 3.5651 -0.5697 3.4010  0.511
H 4.0317 -2.9734 3.0605  0.501
H 2.2462 -4.4902 2.2796  0.473
H -0.0092 -3.6154 1.8184  0.429
H -3.8068 -4.2187 1.7561  0.503
H -4.8896 -5.0178 -0.3117  0.466
H -4.4891 -3.7811 -2.4685  0.486
H -3.0064 -1.8324 -2.4396  0.514
S -1.3266 0.2825 -2.6820  -0.548
C 0.3186 0.7916 -3.1652  0.397
N 0.6187 2.0648 -3.1022  0.164
C 1.8949 2.6174 -3.6131  -0.599
C 2.4405 1.6856 -4.6798  -0.782
C 2.5005 0.2654 -4.1466  -0.304
N 1.1608 -0.1049 -3.6277  -0.010
H -0.0631 2.6890 -2.6903  0.008
H 2.5875 2.7213 -2.7772  0.335
H 1.6827 3.6062 -4.0122  0.436
H 3.4362 2.0111 -4.9743  0.405
H 1.8043 1.7220 -5.5658  0.326
H 3.2207 0.1712 -3.3319  0.013
H 2.7592 -0.4516 -4.9209  0.491
H 0.8409 -1.0575 -3.7174  0.282
N -2.8084 1.1023 -0.1063  -0.336
C -2.4502 2.4509 -0.6008  0.683
C -1.3094 3.0533 -0.1031  0.591
C -0.9410 4.3000 -0.6010  -1.138
C -1.7086 4.9111 -1.5847  -0.651
C -2.8510 4.2849 -2.0683  -0.743
C -3.2297 3.0424 -1.5742  -0.611
H -3.6714 0.7975 -0.5539  0.384
H -3.0334 1.1717 0.8854  0.251
H -0.7086 2.5763 0.6637  0.067
H -0.0635 4.7969 -0.2067  0.454
H -1.4290 5.8869 -1.9594  0.485
H -3.4596 4.7676 -2.8212  0.453
H -4.1241 2.5558 -1.9489  0.453
O 2.5927 -3.1063 -1.2000  -0.673
C 3.2697 -1.9699 -0.9460  0.797
C 4.6578 -2.0525 -1.0201  -0.850
C 5.4285 -0.9370 -0.7784  -0.491
C 4.8508 0.3043 -0.4568  -1.093
C 3.4905 0.3997 -0.3908  -0.826
C 2.6733 -0.7333 -0.6424  0.711
C 1.2619 -0.5703 -0.5725  1.104
O 0.6608 0.5487 -0.3486  -0.585
O 0.3984 -1.5456 -0.7475  -0.598
H 1.6509 -2.9838 -1.0373  0.336
H 5.1044 -3.0087 -1.2611  0.572
H 6.5065 -1.0246 -0.8318  0.474
H 5.4768 1.1635 -0.2578  0.530
H 3.0145 1.3381 -0.1321  0.558

Values from the calculation:
strongest force on any atom = 1.4 eV Å⁻¹
net charge = +3
multiplicity = 2
⟨S²⟩ = 0.770

---

no.,total energy (hartree)
1,-3463.47342
2,-3418.63948
3,-2633.17042